# 1
A cluster of 2 separate species, CH7N2O in total, computed with ωB97M-V/def2-TZVPD.

Results
Lowest unoccupied orbital energy ... 0.1758 Ha
Total energy ... -6177.748 eV
Total charge ... -1
Energy relative to the best compared isomer or geometry (same formula, charge and spin) ... 13.61 kcal/mol

The geometry in XYZ format:
```
11
CH7N2O, DFT ωB97M-V/def2-TZVPD
O -2.282 0.168 0.367
H -2.602 0.964 0.811
N 1.112 1.019 -0.344
C 0.524 -0.256 -0.699
N 0.410 -1.172 0.434
H 0.427 1.495 0.238
H 1.951 0.881 0.210
H -0.467 -0.038 -1.100
H 1.135 -0.734 -1.466
H 0.229 -0.618 1.262
H -0.438 -1.708 0.288
```


# 2
A cluster of 2 separate species, CH7N2O in total, computed with ωB97M-V/def2-TZVPD.

Results
Lowest unoccupied orbital energy (alpha / beta) ... 0.0366 / 0.0360 Ha
Total energy ... -6176.172 eV
Energy relative to the best compared isomer or geometry (same formula, charge and spin) ... 2.67 kcal/mol
Multiplicity ... 2

The geometry in XYZ format:
```
11
CH7N2O, DFT ωB97M-V/def2-TZVPD
N 0.784 0.874 1.299
C -0.227 0.018 0.879
N -1.445 0.562 0.516
H 0.695 1.869 1.272
H 1.631 0.479 1.652
H 0.068 -0.964 0.551
H -2.349 0.141 0.488
H -1.435 1.488 0.153
H 0.216 -1.839 -1.744
H 1.049 -1.633 -3.001
O 0.781 -1.197 -2.184
```


# 3
A cluster of 2 separate species, CH7N2O in total in a non-equilibrium geometry, computed with ωB97M-V/def2-TZVPD.

Results
Lowest unoccupied orbital energy (alpha / beta) ... -0.3634 / -0.5908 Ha
Total energy ... -6155.957 eV
Total charge ... +2
Energy relative to the best compared isomer or geometry (same formula, charge and spin) ... 43.28 kcal/mol
Multiplicity ... 2

The geometry in XYZ format:
```
11
CH7N2O, DFT ωB97M-V/def2-TZVPD
N -0.022 -0.763 0.793
C 0.123 -0.851 -0.545
N 1.355 -0.888 -1.042
H 0.806 -0.798 1.468
H -0.922 -0.550 1.195
H -0.791 -0.864 -1.152
H 1.517 -1.137 -2.032
H 2.242 -0.797 -0.595
H -0.757 2.324 0.181
H -2.211 2.376 0.907
O -1.341 1.947 0.821
```


# 4
The molecule CH7N3 in a non-equilibrium geometry, computed with ωB97M-V/def2-TZVPD.

Results
Lowest unoccupied orbital energy ... 0.0405 Ha
Total energy ... -5618.214 eV
Energy relative to the best compared isomer or geometry (same formula, charge and spin) ... 62.08 kcal/mol
SMILES ... CN(N)N

The geometry in XYZ format:
```
11
CH7N3, DFT ωB97M-V/def2-TZVPD
C 0.130 -0.825 -0.772
N 0.614 0.280 0.044
N -0.216 1.431 0.009
N 0.770 -0.206 1.387
H 0.630 -1.771 -0.764
H -0.872 -1.077 -0.372
H -0.041 -0.685 -1.903
H -1.162 1.327 0.347
H -0.234 1.997 -0.829
H 0.746 0.482 2.119
H -0.098 -0.792 1.514
```


# 5
A cluster of 2 separate species, CH7N3O in total in a non-equilibrium geometry, computed with ωB97M-V/def2-TZVPD.

Results
Lowest unoccupied orbital energy ... 0.0256 Ha
Total energy ... -7668.644 eV
Energy relative to the best compared isomer or geometry (same formula, charge and spin) ... 20.31 kcal/mol
SMILES ... N=C(N)N.O

The geometry in XYZ format:
```
12
CH7N3O, DFT ωB97M-V/def2-TZVPD
N -0.541 0.704 -0.569
C 0.538 0.039 -0.425
N 1.247 -0.574 -1.442
N 1.129 -0.068 0.803
H -1.011 0.585 -1.454
H 0.795 -0.714 -2.335
H 2.232 -0.758 -1.418
H 2.126 -0.214 0.800
H 0.690 0.409 1.569
O -2.501 0.042 1.854
H -2.731 0.898 1.478
H -1.973 -0.349 1.139
```


# 6
A cluster of 2 separate species, CH7N3O in total in a non-equilibrium geometry, computed with ωB97M-V/def2-TZVPD.

Results
Lowest unoccupied orbital energy ... 0.0328 Ha
Total energy ... -7668.043 eV
Energy relative to the best compared isomer or geometry (same formula, charge and spin) ... 34.17 kcal/mol
SMILES ... N=C(N)N.O

The geometry in XYZ format:
```
12
CH7N3O, DFT ωB97M-V/def2-TZVPD
N 0.865 0.383 -0.060
C 0.156 -0.381 -0.776
N 0.681 -1.515 -1.572
N -1.192 -0.420 -0.592
H 1.847 0.296 -0.022
H 1.643 -1.436 -1.603
H 0.227 -1.795 -2.364
H -1.719 -1.162 -1.004
H -1.706 0.134 0.195
O -0.515 1.670 2.820
H 0.118 1.628 2.078
H -0.406 2.598 2.901
```


# 7
The ion CH7N4O with charge +1 in a non-equilibrium geometry, computed with ωB97M-V/def2-TZVPD.

Results
Lowest unoccupied orbital energy ... -0.1353 Ha
Total energy ... -9148.945 eV
Total charge ... +1
Energy relative to the best compared isomer or geometry (same formula, charge and spin) ... 25.33 kcal/mol
SMILES ... NN/C([NH3+])=N\O

The geometry in XYZ format:
```
13
CH7N4O, DFT ωB97M-V/def2-TZVPD
N -0.132 -0.646 1.782
N -0.616 -0.562 0.469
C 0.042 0.220 -0.401
N 1.048 1.134 0.119
N -0.121 0.267 -1.779
O -1.079 -0.625 -2.211
H 0.327 -1.543 1.946
H -0.904 -0.578 2.444
H -1.279 -1.228 0.078
H 1.846 0.616 0.520
H 0.646 1.711 0.873
H 1.367 1.710 -0.674
H -1.146 -0.476 -3.166
```


# 8
A cluster of 2 separate species, CH7N4O in total in a non-equilibrium geometry, computed with ωB97M-V/def2-TZVPD.

Results
Lowest unoccupied orbital energy (alpha / beta) ... -0.2133 / -0.2132 Ha
Total energy ... -9148.653 eV
Total charge ... +1
Energy relative to the best compared isomer or geometry (same formula, charge and spin) ... 32.07 kcal/mol

The geometry in XYZ format:
```
13
CH7N4O, DFT ωB97M-V/def2-TZVPD
C 1.617 -0.069 -0.220
N 2.472 0.230 -1.123
N 1.234 -1.199 0.344
N 1.204 1.198 0.267
N -0.019 1.436 0.190
O -1.975 -0.406 0.177
H 2.850 1.237 -1.245
H 0.381 -1.128 1.094
H 1.556 -2.090 0.016
H -0.696 0.592 -0.136
H -2.764 0.171 0.471
H -0.341 2.349 0.030
H -2.122 -1.329 0.266
```


# 9
The ion CH7N4S with charge +1 in a non-equilibrium geometry, computed with ωB97M-V/def2-TZVPD.

Results
Lowest unoccupied orbital energy ... -0.1384 Ha
Total energy ... -17938.275 eV
Total charge ... +1
Energy relative to the best compared isomer or geometry (same formula, charge and spin) ... 12.48 kcal/mol

The geometry in XYZ format:
```
13
CH7N4S, DFT ωB97M-V/def2-TZVPD
C 1.154 0.251 -0.005
N 0.861 -0.933 -0.454
N -2.503 -0.492 0.445
N 2.385 0.805 -0.012
N -1.532 0.188 -0.423
S -0.235 1.236 0.248
H 1.534 -1.595 -0.947
H -2.017 0.827 -0.990
H -2.066 -1.216 0.928
H -3.063 0.134 1.091
H 2.438 1.495 0.667
H -0.179 -1.003 -0.614
H 3.224 0.305 0.067
```


# 10
A cluster of 2 separate species, CH7N5 in total in a non-equilibrium geometry, computed with ωB97M-V/def2-TZVPD.

Results
Lowest unoccupied orbital energy (alpha / beta) ... 0.0043 / -0.0392 Ha
Total energy ... -8594.723 eV
Energy relative to the best compared isomer or geometry (same formula, charge and spin) ... 109.67 kcal/mol

The geometry in XYZ format:
```
13
CH7N5, DFT ωB97M-V/def2-TZVPD
C 0.524 1.433 1.259
N 1.037 0.402 0.366
N 1.137 -0.271 -1.919
N -1.831 -1.348 -0.385
N 0.147 -0.428 -0.085
N -1.086 -0.260 0.048
H 1.199 -1.292 -1.925
H 2.067 0.059 -1.655
H -2.810 -1.147 -0.228
H -1.556 -2.221 0.060
H 1.367 2.051 1.563
H 0.052 0.986 2.141
H -0.248 2.035 0.763
```


# 11
A cluster of 3 separate species, CH7NO2 in total in a non-equilibrium geometry, computed with ωB97M-V/def2-TZVPD.

Results
Lowest unoccupied orbital energy ... -0.0122 Ha
Total energy ... -6732.619 eV
Energy relative to the best compared isomer or geometry (same formula, charge and spin) ... 62.84 kcal/mol
SMILES ... C=N.O.O

The geometry in XYZ format:
```
11
CH7NO2, DFT ωB97M-V/def2-TZVPD
C -0.828 -1.687 0.909
N 0.104 -1.770 1.769
H -0.914 -2.408 0.084
H -1.165 -0.696 0.511
H 0.915 -1.177 1.584
O -0.896 1.775 -1.707
H -1.273 2.548 -1.270
H -1.322 1.051 -1.230
O 2.006 1.077 -0.289
H 1.045 1.091 -0.291
H 2.330 0.197 -0.069
```


# 12
The molecule CH7NO2P2S in a non-equilibrium geometry, computed with ωB97M-V/def2-TZVPD.

Results
Lowest unoccupied orbital energy ... 0.0140 Ha
Total energy ... -36146.144 eV
Energy relative to the best compared isomer or geometry (same formula, charge and spin) ... 17.00 kcal/mol
SMILES ... CS(=O)(=O)N(P)P

The geometry in XYZ format:
```
14
CH7NO2P2S, DFT ωB97M-V/def2-TZVPD
C -0.020 -1.101 -2.125
S -0.102 0.637 -1.445
O 1.107 1.339 -1.830
O -1.343 1.158 -1.950
N 0.107 0.550 0.247
P -1.293 0.907 1.192
P 1.660 1.224 0.909
H 0.961 -1.029 -2.692
H 0.096 -1.980 -1.334
H -0.834 -1.299 -2.865
H -1.651 2.071 0.450
H -2.125 0.135 0.292
H 1.695 0.239 1.852
H 2.407 0.405 -0.038
```


# 13
A cluster of 2 separate species, CH7NO2PS in total, computed with ωB97M-V/def2-TZVPD.

Results
Lowest unoccupied orbital energy ... -0.1679 Ha
Total energy ... -26848.716 eV
Total charge ... +1

The geometry in XYZ format:
```
13
CH7NO2PS, DFT ωB97M-V/def2-TZVPD
P 0.060 2.205 0.030
S 0.994 1.323 -1.561
H 0.000 1.229 1.002
H -1.241 2.621 -0.213
H 0.794 3.258 0.546
H 0.532 2.057 -2.575
C 0.322 -2.097 0.061
N -0.806 -1.480 0.812
O -1.578 -0.770 0.182
O -0.845 -1.666 2.002
H 0.220 -1.826 -0.982
H 1.226 -1.682 0.496
H 0.323 -3.172 0.199
```


# 14
A structure of composition CH7NO2SSi in a non-equilibrium geometry, computed with ωB97M-V/def2-TZVPD.

Results
Lowest unoccupied orbital energy ... 0.0168 Ha
Total energy ... -25446.768 eV
Energy relative to the best compared isomer or geometry (same formula, charge and spin) ... 39.23 kcal/mol

The geometry in XYZ format:
```
13
CH7NO2SSi, DFT ωB97M-V/def2-TZVPD
C 1.523 1.459 0.050
N 0.316 -0.915 -0.019
O -0.779 1.248 1.233
O -0.957 1.249 -1.243
Si -1.226 -1.714 -0.174
S -0.198 0.948 -0.059
H 1.827 0.960 -0.823
H 1.792 2.525 0.008
H 1.782 0.896 0.883
H 0.642 -0.997 0.925
H -0.819 -3.041 -0.270
H -2.104 -1.276 0.976
H -1.800 -1.343 -1.487
```


# 15
A cluster of 3 separate species, CH7O2S in total in a non-equilibrium geometry, computed with ωB97M-V/def2-TZVPD.

Results
Lowest unoccupied orbital energy ... 0.1572 Ha
Total energy ... -16081.699 eV
Total charge ... -1
Energy relative to the best compared isomer or geometry (same formula, charge and spin) ... 13.07 kcal/mol

The geometry in XYZ format:
```
11
CH7O2S, DFT ωB97M-V/def2-TZVPD
C 1.122 -0.757 1.322
S -0.269 -1.341 0.221
H 1.206 0.325 1.395
H 1.038 -1.361 2.219
H 2.037 -1.165 0.871
H -1.067 1.099 -0.383
H -2.090 1.712 0.622
O -1.265 1.869 0.181
H -0.633 -0.776 -2.044
H 0.335 0.315 -1.934
O -0.414 0.080 -2.470
```


# 16
A cluster of 3 separate species, CH7O2S in total, computed with ωB97M-V/def2-TZVPD.

Results
Lowest unoccupied orbital energy ... 0.1500 Ha
Total energy ... -16082.130 eV
Total charge ... -1
Energy relative to the best compared isomer or geometry (same formula, charge and spin) ... 3.14 kcal/mol

The geometry in XYZ format:
```
11
CH7O2S, DFT ωB97M-V/def2-TZVPD
C -0.325 1.419 0.624
S 0.208 0.047 -0.450
H -1.190 1.938 0.224
H -0.571 1.034 1.617
H 0.459 2.170 0.726
H -3.216 -0.908 -0.732
H -1.708 -1.016 -0.969
O -2.558 -1.514 -1.090
H 3.571 -0.573 0.017
H 2.220 -1.205 -0.168
O 3.109 -1.393 0.202
```


# 17
A cluster of 3 separate species, CH7O3 in total in a non-equilibrium geometry, computed with ωB97M-V/def2-TZVPD.

Results
Lowest unoccupied orbital energy ... 0.1635 Ha
Total energy ... -7293.496 eV
Total charge ... -1
Energy relative to the best compared isomer or geometry (same formula, charge and spin) ... 5.25 kcal/mol

The geometry in XYZ format:
```
11
CH7O3, DFT ωB97M-V/def2-TZVPD
C 0.917 -0.520 1.071
O 0.023 0.221 0.342
H 0.474 -0.875 2.022
H 1.262 -1.398 0.505
H 1.823 0.018 1.420
H -1.245 -0.492 0.023
H -2.165 -0.687 -1.135
O -2.061 -1.055 -0.235
H 0.820 1.654 -2.001
H 0.061 1.225 -0.601
O 0.089 1.908 -1.410
```


# 18
A cluster of 4 separate species, CH7O5 in total in a non-equilibrium geometry, computed with ωB97M-V/def2-TZVPD.

Results
Lowest unoccupied orbital energy ... 0.1347 Ha
Total energy ... -11389.293 eV
Total charge ... -1
Energy relative to the best compared isomer or geometry (same formula, charge and spin) ... 36.72 kcal/mol

The geometry in XYZ format:
```
13
CH7O5, DFT ωB97M-V/def2-TZVPD
O -1.426 0.119 1.898
C -0.359 0.366 1.214
O -0.166 0.557 -0.044
H 0.607 0.196 1.846
H -0.536 -1.871 -2.785
H 0.422 -1.383 -1.686
O 0.411 -2.111 -2.388
H 2.857 -1.573 0.513
H 2.127 -1.056 1.728
O 3.057 -1.255 1.404
H -2.039 2.590 0.097
H -2.626 2.318 -1.197
O -2.329 3.103 -0.600
```


# 19
The molecule CH7OP3 in a non-equilibrium geometry, computed with ωB97M-V/def2-TZVPD.

Results
Lowest unoccupied orbital energy ... 0.0186 Ha
Total energy ... -31062.178 eV
Energy relative to the best compared isomer or geometry (same formula, charge and spin) ... 13.67 kcal/mol
SMILES ... CP(=O)(P)P

The geometry in XYZ format:
```
12
CH7OP3, DFT ωB97M-V/def2-TZVPD
C 0.138 0.248 1.421
P -0.084 0.080 -0.447
O -0.561 1.719 -0.972
P -1.743 -1.220 -0.887
P 1.848 -0.237 -1.406
H -0.232 -0.644 1.966
H 1.164 0.454 1.616
H -0.581 1.100 1.675
H -2.412 -0.606 0.169
H -1.434 -2.241 -0.121
H 1.490 0.704 -2.455
H 2.407 0.642 -0.559
```


# 20
A cluster of 2 separate species, CH7OS in total in a non-equilibrium geometry, computed with ωB97M-V/def2-TZVPD.

Results
Lowest unoccupied orbital energy (alpha / beta) ... 0.0189 / 0.0139 Ha
Total energy ... -14029.444 eV
Energy relative to the best compared isomer or geometry (same formula, charge and spin) ... 1.58 kcal/mol
Multiplicity ... 2

The geometry in XYZ format:
```
10
CH7OS, DFT ωB97M-V/def2-TZVPD
O 1.712 -0.864 -0.531
H -0.622 1.504 1.802
H 1.708 -1.508 -1.267
H 2.610 -0.619 -0.335
C -1.275 0.500 -0.181
S -0.523 0.053 1.484
H -1.823 -0.308 -0.735
H -1.856 1.467 -0.353
H -0.395 0.562 -0.819
H 0.463 -0.787 0.933
```